(1)
The following is a DFT calculation (the ωB97M-V functional and the def2-TZVPD basis) of a structure of composition C27H31NOP2Tl.

Each line ends with the natural charge from an NBO analysis.
Geometry (Å):
C: -2.5702 2.3519 -3.3119  -0.252
C: -2.2421 1.0985 -2.8079  0.113
C: -0.8507 0.7446 -2.7628  0.076
C: 0.1119 1.7776 -2.6643  0.042
C: -0.2755 3.0861 -2.9757  -0.240
C: -1.5767 3.3388 -3.4106  -0.109
C: 1.4558 1.4318 -2.0858  -0.470
C: 1.8066 -0.0183 -2.2777  0.046
C: 0.7414 -0.9416 -2.3803  0.056
C: 0.9811 -2.3127 -2.0480  0.203
C: 2.2778 -2.7910 -2.1756  -0.283
C: 3.3435 -1.8868 -2.2911  -0.102
C: 3.1179 -0.5078 -2.2225  -0.238
H: -3.6065 2.5774 -3.5772  0.240
H: 0.4635 3.8869 -2.8984  0.231
H: -1.8415 4.3269 -3.7866  0.236
H: 2.2302 2.0713 -2.5254  0.260
H: 2.4586 -3.8703 -2.1416  0.240
H: 4.3598 -2.2700 -2.3910  0.236
H: 3.9519 0.1947 -2.1592  0.233
N: -0.5346 -0.5663 -2.6406  -0.270
Tl: 0.3429 1.3254 1.2926  0.738
C: -3.2093 0.1395 -2.1677  -0.735
H: -3.0425 -0.8791 -2.5429  0.262
H: -4.2480 0.4574 -2.2994  0.234
C: -0.1859 -3.0829 -1.5057  -0.773
H: -1.0647 -2.9474 -2.1479  0.263
H: 0.0539 -4.1382 -1.3509  0.228
P: -2.8321 0.0517 -0.3224  0.856
P: -0.6949 -2.3748 0.1543  0.856
C: 0.7576 -3.0450 1.0496  -0.957
H: 0.6951 -2.8114 2.1183  0.233
H: 0.7859 -4.1355 0.9056  0.220
H: 1.6691 -2.6008 0.6311  0.235
C: -1.9302 -3.6542 0.5911  -0.952
H: -1.4488 -4.6394 0.5844  0.230
H: -2.3401 -3.4535 1.5879  0.239
H: -2.7443 -3.6337 -0.1433  0.236
C: -3.3926 1.7626 0.0484  -0.953
H: -4.4237 1.9019 -0.3098  0.222
H: -3.3525 1.9254 1.1317  0.238
H: -2.7364 2.4872 -0.4507  0.231
C: -4.3087 -0.8490 0.2746  -0.951
H: -4.2360 -0.9288 1.3664  0.242
H: -5.2215 -0.3020 0.0131  0.232
H: -4.3386 -1.8571 -0.1516  0.238
C: -1.2315 -1.1483 2.6921  0.509
O: -1.5191 -1.4280 3.7639  -0.472
H: 1.4373 1.6557 -0.9559  0.203
C: 2.9926 1.9405 1.3816  -0.730
C: 2.9560 1.8601 2.7964  -0.112
C: 3.3724 0.6722 3.4785  -0.225
C: 3.1508 0.5343 4.8422  -0.193
C: 2.5191 1.5569 5.5752  -0.226
C: 2.0987 2.7286 4.9226  -0.194
C: 2.3212 2.8940 3.5624  -0.248
H: 3.4390 1.1256 0.8130  0.212
H: 2.8225 2.8969 0.8886  0.209
H: 3.8417 -0.1234 2.8866  0.215
H: 3.4837 -0.3736 5.3513  0.225
H: 2.3575 1.4404 6.6486  0.226
H: 1.6059 3.5255 5.4899  0.226
H: 1.9967 3.8026 3.0406  0.214

Force components x, y, z for each atom (eV/Å):
-0.04 -0.19 0.35
-0.33 -0.36 -0.46
0.04 -0.65 0.65
0.16 0.92 0.30
0.46 -0.42 0.13
-0.03 -0.11 -0.14
0.06 -0.19 -0.99
0.94 0.30 0.39
-0.70 0.31 0.38
-0.36 -0.42 -0.58
-0.26 -0.10 0.32
-0.07 0.09 -0.09
-0.44 0.35 -0.07
0.33 0.03 0.33
-0.28 -0.19 -0.13
0.07 -0.22 0.15
-0.03 0.02 0.35
0.01 0.45 0.20
-0.26 0.14 0.10
-0.22 -0.25 -0.07
0.31 0.62 1.00
0.25 -0.01 0.23
0.25 -0.12 -0.53
-0.20 0.21 -0.03
0.10 -0.10 -0.15
0.05 -0.10 -0.40
0.19 -0.22 -0.01
-0.05 0.01 -0.32
-0.11 0.95 -0.29
1.00 -0.20 -0.49
0.01 -0.28 0.16
0.16 -0.14 -0.17
0.22 0.23 0.21
-0.11 -0.08 0.19
-0.04 -0.04 -0.02
-0.25 0.08 0.03
0.00 -0.13 -0.20
0.10 -0.08 0.21
-0.19 0.07 0.11
0.23 0.16 0.15
-0.06 0.09 -0.19
-0.13 -0.10 0.18
-0.04 -0.06 -0.02
-0.10 -0.04 -0.20
0.06 -0.21 0.06
-0.07 0.14 0.13
-0.78 -0.34 2.82
0.56 0.51 -2.24
0.25 -0.21 -0.80
-0.74 -0.23 -0.97
-0.59 -0.19 0.86
-0.36 0.45 -0.17
0.01 0.25 0.06
0.02 0.04 -0.24
0.19 -0.14 0.23
0.12 -0.55 -0.30
0.20 0.38 0.04
0.41 -0.14 0.06
-0.14 0.30 0.35
-0.14 0.30 -0.14
0.04 0.03 -0.37
0.21 -0.34 -0.20
0.15 -0.29 0.27

Its charge is +1. Its HOMO-LUMO gap (alpha / beta) is 0.10489 / 0.10486 hartree.

(2)
The following is a DFT calculation (the ωB97M-V functional and the def2-TZVPD basis) of a structure of composition C27H32As2N2O7W.

Each line ends with the Löwdin charge.
Geometry (Å):
W: -0.0648 -0.0106 -0.1749  1.392
C: -1.4630 -4.2927 0.3074  -0.044
C: -1.9413 -3.1060 1.1280  -0.356
C: -2.1652 -3.5310 2.5929  -0.021
C: -1.0182 -1.9102 1.2003  -0.251
C: -1.5671 -0.6847 1.5604  -0.151
C: -0.7602 0.4558 1.8968  -0.165
C: 0.6464 0.2856 2.0845  -0.296
C: 1.4915 1.3910 2.6321  0.017
C: 1.2033 -0.8886 1.5772  -0.058
C: 0.3931 -1.9219 0.9976  -0.118
H: -2.1355 -5.1321 0.4796  0.102
H: -0.4639 -4.6236 0.5980  0.096
H: -1.4817 -4.0904 -0.7602  0.041
H: -2.8953 -2.7544 0.7226  0.138
H: -1.2327 -3.8785 3.0414  0.103
H: -2.8795 -4.3522 2.6245  0.099
H: -2.5578 -2.7176 3.2034  0.089
H: -2.6433 -0.6033 1.6263  0.122
H: -1.2385 1.3754 2.2024  0.136
H: 1.0917 2.3677 2.3621  0.101
H: 2.5243 1.3118 2.2965  0.104
H: 1.4866 1.3222 3.7227  0.118
H: 2.2810 -0.9917 1.5226  0.148
H: 0.8921 -2.7886 0.5898  0.138
O: 3.7332 -0.4811 -0.6016  0.165
C: 2.7818 0.1506 -0.9596  -0.514
O: 1.5910 -0.4397 -1.1995  -0.269
C: 2.7937 1.6209 -1.1702  -0.039
C: 3.9856 2.2546 -1.4998  0.109
C: 3.9935 3.6229 -1.6447  -0.082
C: 2.8647 4.3943 -1.4349  0.117
C: 1.6880 3.7528 -1.1149  -0.036
C: 1.6181 2.3601 -0.9900  -0.195
O: 0.4570 1.7726 -0.6378  -0.263
N: 0.5068 4.5956 -0.8686  -0.323
O: 0.6966 5.6810 -0.3833  0.150
O: -0.5800 4.1380 -1.1804  0.062
N: 5.2609 4.3023 -2.0107  -0.343
O: 5.2205 5.5066 -2.1092  0.123
O: 6.2277 3.5940 -2.1704  0.122
H: 4.8942 1.6831 -1.6342  0.151
H: 2.9106 5.4719 -1.5130  0.150
C: -3.5820 1.8177 0.5307  -0.227
As: -2.4684 0.9900 -0.8152  1.171
C: -2.6602 2.2903 -2.2353  -0.214
C: -3.4484 -0.5705 -1.4333  -0.401
C: -4.8315 -0.6381 -1.3209  -0.077
C: -5.5168 -1.7538 -1.7884  -0.032
C: -4.8275 -2.7983 -2.3851  -0.032
C: -3.4455 -2.7357 -2.5154  -0.082
C: -2.7573 -1.6298 -2.0351  -0.409
As: -0.8476 -1.4516 -2.1720  1.160
C: 0.0907 -3.0735 -2.6308  -0.205
C: -0.4768 -0.4073 -3.7603  -0.204
H: -4.4847 2.1796 0.0401  0.054
H: -3.0470 2.6761 0.9352  0.053
H: -3.8586 1.1315 1.3264  0.041
H: -3.6694 2.1656 -2.6279  0.059
H: -1.9372 2.1549 -3.0312  0.024
H: -2.5404 3.2803 -1.8059  0.027
H: -5.3898 0.1716 -0.8671  0.108
H: -6.5927 -1.8022 -1.6883  0.125
H: -5.3637 -3.6626 -2.7528  0.125
H: -2.9177 -3.5535 -2.9910  0.110
H: -0.4990 -3.6416 -3.3489  0.055
H: 0.3224 -3.6830 -1.7660  0.024
H: 1.0175 -2.7474 -3.0996  0.055
H: -0.8477 -0.9515 -4.6280  0.063
H: 0.6049 -0.2996 -3.8162  0.048
H: -0.9440 0.5706 -3.7200  0.012

Force components x, y, z for each atom (eV/Å):
-0.12 -0.27 0.17
0.01 0.00 0.00
0.02 -0.02 0.01
0.00 0.00 0.01
0.00 0.02 -0.01
-0.01 0.03 0.00
0.02 0.01 -0.03
0.01 0.02 -0.01
0.00 0.00 0.01
0.01 0.00 0.00
0.00 0.03 -0.03
0.01 0.00 0.00
0.00 0.00 0.00
0.02 0.01 -0.03
0.00 0.00 0.00
0.00 0.00 0.00
0.00 0.00 -0.01
0.00 0.00 0.00
-0.02 0.00 0.00
0.01 0.00 0.00
0.00 0.00 0.00
0.00 0.00 0.00
0.00 0.00 0.00
0.00 0.00 0.02
0.00 0.00 0.00
-0.01 0.01 -0.06
0.13 0.00 0.07
-0.09 0.02 -0.01
-0.19 0.04 0.01
0.03 -0.02 0.01
-0.02 0.05 -0.02
0.08 -0.05 0.00
-0.05 0.06 -0.01
0.21 -0.07 -0.04
0.09 0.27 -0.03
-0.04 -0.02 -0.02
0.02 0.00 0.01
0.03 0.01 0.03
0.04 0.02 0.07
-0.02 -0.05 -0.02
-0.05 0.01 -0.02
0.00 -0.01 0.00
-0.01 0.00 0.00
-0.01 -0.01 0.00
0.06 -0.03 -0.01
-0.10 -0.04 -0.02
-0.01 0.01 0.01
0.00 0.00 0.00
0.00 0.00 0.00
0.00 0.00 0.01
0.01 0.01 0.00
-0.01 -0.04 -0.05
-0.03 0.01 -0.09
-0.02 -0.01 0.04
-0.02 -0.01 0.01
0.00 0.00 0.01
0.01 -0.01 0.00
0.00 0.01 0.02
0.01 0.00 -0.01
0.04 0.04 0.02
0.01 -0.01 -0.01
0.00 0.00 0.00
0.00 0.00 0.00
0.00 0.00 0.00
-0.01 0.00 0.00
0.00 0.00 0.00
-0.02 -0.01 0.02
0.00 0.00 0.00
0.01 -0.02 0.01
0.01 0.02 -0.04
-0.01 -0.01 0.00

Its charge is +2. The energy above the lowest of the compared OMol25 structures with the same formula, charge and spin comes out at 0.000 eV. Its HOMO-LUMO gap is 0.26026 hartree.

(3)
The following is a DFT calculation (the ωB97M-V functional and the def2-TZVPD basis) of a cluster of 2 separate species, C27H32BF3O2S in total.

Each line ends with the natural charge from an NBO analysis.
Geometry (Å):
C: -0.1977 -2.2630 -3.1961  -0.650
C: 0.1750 -2.1722 -1.7688  -0.179
C: 1.3463 -2.6294 -1.1773  -0.286
C: 1.2706 -2.6867 0.2390  -0.205
C: 0.0723 -2.1894 0.7570  -0.259
B: 0.9984 2.4700 -0.8236  1.256
C: -0.4609 -2.5537 2.0624  0.062
C: 0.3888 -2.6390 3.1848  -0.236
C: -0.1225 -2.9864 4.4313  -0.169
C: -1.4689 -3.3058 4.5505  -0.193
C: -2.0510 -3.7073 5.8758  0.979
F: -3.2128 -3.0256 6.1308  -0.331
F: -2.3690 -5.0460 5.9079  -0.332
F: -1.2089 -3.4724 6.9229  -0.326
C: -2.3206 -3.2827 3.4475  -0.124
C: -1.8148 -2.9109 2.2116  -0.233
O: 2.1653 2.3797 -1.5400  -0.744
C: 1.7520 2.4539 -2.9215  0.233
C: 2.4361 3.6808 -3.5086  -0.625
C: 2.2847 1.2069 -3.6091  -0.628
C: 0.1652 2.5803 -2.8555  0.257
C: -0.4370 3.6354 -3.7562  -0.628
C: -0.5917 1.2687 -3.0784  -0.647
O: -0.0817 2.9856 -1.4824  -0.762
S: -1.0039 -1.7796 -0.5637  0.461
H: 0.6948 -2.2008 -3.8300  0.226
H: -0.6917 -3.2249 -3.4062  0.231
H: -0.8914 -1.4595 -3.4715  0.224
H: 2.2060 -2.9369 -1.7640  0.226
H: 2.0406 -3.1235 0.8753  0.226
H: 1.4486 -2.4017 3.0655  0.219
H: 0.5306 -3.0123 5.2988  0.234
H: -3.3671 -3.5590 3.5516  0.224
H: -2.4804 -2.9010 1.3433  0.225
H: 2.2374 3.7458 -4.5856  0.209
H: 2.0979 4.5982 -3.0137  0.217
H: 3.5190 3.5907 -3.3673  0.224
H: 2.0018 1.2014 -4.6714  0.211
H: 3.3826 1.2022 -3.5499  0.225
H: 1.9179 0.2836 -3.1347  0.220
H: -0.2827 3.3519 -4.8037  0.210
H: -1.5150 3.7026 -3.5783  0.223
H: 0.0072 4.6194 -3.5779  0.223
H: -0.4799 0.9140 -4.1143  0.217
H: -0.2784 0.4698 -2.3797  0.222
H: -1.6671 1.4311 -2.9085  0.223
C: 1.4790 2.4300 1.5465  -0.601
C: 0.8953 1.4200 0.5064  -0.413
C: 1.8915 0.3076 0.3510  -0.587
C: -0.5126 1.0548 0.9849  -0.016
C: -0.6398 0.5642 2.2876  -0.223
C: -1.8808 0.2484 2.8306  -0.205
C: -3.0324 0.3789 2.0542  -0.234
C: -2.9310 0.8533 0.7514  -0.233
C: -1.6808 1.2490 0.2495  -0.164
H: 0.7932 3.2746 1.6945  0.212
H: 1.6389 1.9582 2.5230  0.202
H: 2.4499 2.8248 1.2164  0.210
H: 1.7752 -0.2189 -0.6002  0.211
H: 2.9192 0.6957 0.3952  0.216
H: 1.8035 -0.4208 1.1663  0.205
H: 0.2603 0.4331 2.8957  0.210
H: -1.9295 -0.1189 3.8591  0.217
H: -4.0021 0.0977 2.4764  0.213
H: -3.8126 0.9288 0.1112  0.210
H: -1.6282 1.7378 -0.7177  0.221

Force components x, y, z for each atom (eV/Å):
-0.18 0.20 -0.65
0.67 -0.86 1.38
-0.82 0.34 -0.23
-0.88 0.44 0.24
0.39 -1.82 -1.65
-0.34 -3.17 1.55
-0.11 -0.16 0.92
-0.35 0.21 -0.33
0.13 -0.04 -0.31
-0.19 -0.04 0.31
-0.30 -0.22 0.53
0.82 -0.60 -0.05
0.22 1.12 0.08
-0.67 -0.22 -0.75
0.34 0.06 -0.19
0.03 0.05 0.00
-0.71 0.05 -0.10
0.34 0.47 -0.28
-0.08 0.12 -0.24
-0.08 -0.32 -0.15
-0.08 0.24 -0.18
0.13 0.21 -0.31
0.00 -0.43 0.07
0.40 0.10 -0.42
0.94 -0.28 0.05
-0.20 0.04 0.07
0.13 0.30 0.07
0.15 -0.22 -0.11
-0.10 -0.03 0.11
-0.19 0.18 -0.20
-0.34 0.01 0.12
-0.15 -0.03 -0.12
0.19 0.07 0.02
0.28 0.03 0.34
0.04 0.14 0.19
0.09 -0.17 -0.13
-0.22 -0.02 0.03
0.04 -0.04 0.23
-0.33 0.04 0.01
0.07 0.31 -0.14
-0.03 0.15 0.08
0.18 -0.04 0.02
-0.13 -0.20 -0.08
0.09 0.09 0.31
0.00 0.42 -0.33
0.34 0.05 -0.04
0.01 0.02 0.46
0.04 3.71 -0.46
0.48 -0.50 0.06
0.14 0.21 0.14
-0.07 -0.08 0.15
0.18 0.09 0.00
-0.17 -0.22 0.12
0.41 0.25 0.03
-0.35 -0.03 0.03
0.13 -0.13 0.05
0.04 0.10 -0.03
-0.16 -0.10 0.02
0.04 -0.03 0.20
-0.29 0.02 -0.18
0.01 0.26 -0.16
-0.36 -0.03 -0.16
-0.09 0.09 -0.33
0.32 0.10 -0.20
0.21 0.10 0.27
-0.05 -0.35 0.24

The energy above the lowest of the compared OMol25 structures with the same formula, charge and spin comes out at 0.493 eV. Its HOMO-LUMO gap is 0.29835 hartree.